# 1
Density functional theory data (the ωB97M-V functional and the def2-TZVPD basis) for 4 unconnected molecules or ions with the total composition CH9O4 in a non-equilibrium geometry.

XYZ file:
```
14
Properties=species:S:1:pos:R:3
C -1.481 -0.550 0.212
O -0.097 -0.748 0.259
H -1.940 -0.741 1.198
H -1.696 0.497 -0.041
H -1.957 -1.235 -0.501
H 0.827 0.594 2.867
H 0.487 0.375 1.336
O 0.598 1.056 2.069
H 0.708 2.226 -0.487
H 0.530 0.585 -0.565
O 0.681 1.446 -1.051
H 1.597 -0.727 -2.182
H 0.525 -1.219 -1.232
O 1.217 -1.559 -1.884
```

charge	-1
2S+1	1
orbital gap	8.47	eV
HOMO	-4.3	eV

These are the Mulliken partial charges, in e, on atoms 1 to 2: number 1, C, carries -0.5303; number 2, O, carries -1.0006

# 2
Density functional theory data (the ωB97M-V functional and the def2-TZVPD basis) for 11 unconnected molecules or ions with the total composition C27H76N4O11 in a non-equilibrium geometry.

XYZ file:
```
118
Properties=species:S:1:pos:R:3
C 1.200 3.889 -1.375
C 0.533 3.842 -2.751
O 0.090 2.508 -2.821
H 1.655 4.872 -1.254
H 2.075 3.246 -1.284
H 0.571 3.589 -0.537
H 1.176 4.174 -3.567
H -0.343 4.481 -2.863
H -0.562 2.494 -3.525
C 3.924 1.502 -3.292
C 3.899 1.558 -4.822
O 4.206 2.927 -5.089
H 4.273 0.506 -3.021
H 2.887 1.700 -3.022
H 4.704 2.159 -2.907
H 3.000 1.217 -5.336
H 4.802 1.186 -5.305
H 3.736 3.493 -4.472
C -5.113 -0.384 -2.538
O -6.210 -0.557 -2.058
N -4.137 0.388 -2.061
N -4.814 -0.914 -3.702
H -4.364 0.806 -1.170
H -3.438 0.911 -2.569
H -3.926 -0.708 -4.137
H -5.523 -1.530 -4.072
C -0.274 -0.535 -3.939
O -1.494 -0.149 -3.905
N 0.393 -0.784 -5.047
N 0.343 -1.083 -2.957
H 0.694 -1.747 -5.089
H 0.154 -0.321 -5.913
H 1.212 -1.472 -3.295
H 0.218 -0.652 -2.052
C -3.763 5.373 -3.061
C -3.988 4.235 -2.059
C -2.826 4.176 -1.115
O -5.188 4.507 -1.263
H -2.874 5.135 -3.645
H -3.566 6.280 -2.490
H -4.554 5.517 -3.798
H -3.920 3.244 -2.508
H -2.524 5.155 -0.742
H -1.965 3.767 -1.643
H -2.915 3.598 -0.196
H -5.205 3.750 -0.673
C 5.237 -0.098 0.312
C 3.775 0.131 0.437
C 3.387 0.463 1.948
O 3.465 1.249 -0.389
H 5.626 -0.188 -0.702
H 5.395 -0.955 0.966
H 5.749 0.730 0.802
H 3.178 -0.723 0.115
H 4.011 1.315 2.217
H 3.423 -0.374 2.646
H 2.335 0.747 1.936
H 2.552 1.252 -0.686
C -3.417 -1.227 5.231
C -1.913 -1.424 5.015
C -1.517 -1.684 3.563
O -1.302 -0.173 5.372
H -3.893 -2.207 5.259
H -3.697 -0.584 4.396
H -3.611 -0.725 6.179
H -1.609 -2.150 5.769
H -1.654 -2.737 3.317
H -0.489 -1.383 3.361
H -2.170 -1.207 2.832
H -1.380 -0.051 6.321
C -0.567 -0.731 0.445
C -0.869 0.594 -0.208
C -1.259 1.551 0.879
O 0.383 0.981 -0.643
H -1.468 -1.078 0.950
H 0.256 -0.665 1.157
H -0.305 -1.540 -0.236
H -1.612 0.541 -1.005
H -2.136 1.339 1.489
H -1.371 2.547 0.450
H -0.480 1.651 1.635
H 0.391 1.362 -1.524
C -0.262 -6.273 -2.420
C -1.398 -5.409 -1.918
C -1.412 -4.082 -2.618
O -2.683 -5.948 -2.172
H 0.699 -6.129 -1.924
H -0.094 -6.316 -3.496
H -0.575 -7.292 -2.192
H -1.307 -5.360 -0.833
H -0.741 -3.296 -2.270
H -2.421 -3.683 -2.511
H -1.274 -4.032 -3.698
H -3.185 -5.915 -1.354
C 2.956 2.782 5.026
C 1.555 2.074 5.048
C 0.488 2.680 4.199
O 1.607 0.726 4.877
H 2.856 3.845 5.243
H 3.367 2.764 4.016
H 3.645 2.175 5.614
H 1.216 2.223 6.073
H -0.428 2.091 4.255
H 0.804 2.647 3.156
H 0.411 3.724 4.501
H 0.698 0.419 4.864
C 1.090 -4.908 4.065
C 1.357 -4.132 2.719
C 2.870 -4.036 2.436
O 0.837 -4.964 1.654
H 0.087 -5.335 4.046
H 1.010 -4.200 4.889
H 1.823 -5.666 4.341
H 0.960 -3.121 2.630
H 3.033 -3.731 1.403
H 3.288 -5.025 2.627
H 3.285 -3.348 3.173
H 1.135 -5.848 1.883
```

charge	+1
2S+1	2
orbital gap (spin up / spin down)	8.10 / 1.88	eV
HOMO (spin up / spin down)	-11.1 / -11.1	eV

These are the Mulliken partial charges, in e, on atoms 1 to 2: number 1, C, carries -0.6664; number 2, C, carries -0.2359

# 3
Density functional theory data (the ωB97M-V functional and the def2-TZVPD basis) for a molecular structure, C25H29Br2N4OTi.

XYZ file:
```
62
Properties=species:S:1:pos:R:3
Ti -0.118 -0.919 0.892
O 1.114 1.689 3.931
C 1.011 0.927 2.967
N -0.086 0.647 2.270
C -1.315 1.077 2.888
C -2.485 0.553 2.114
C -3.762 1.079 2.267
C -4.812 0.519 1.568
C -4.561 -0.551 0.714
C -3.260 -0.987 0.578
N -2.246 -0.436 1.251
C 2.201 0.149 2.476
C 3.460 0.341 3.004
C 4.500 -0.445 2.531
C 4.238 -1.397 1.561
C 2.947 -1.535 1.079
N 1.951 -0.766 1.528
H -1.380 2.166 2.977
H -1.379 0.669 3.906
H -3.912 1.912 2.941
H -5.816 0.910 1.677
H -5.352 -1.026 0.151
H -3.006 -1.801 -0.089
H 3.580 1.089 3.774
H 5.501 -0.326 2.926
H 5.010 -2.054 1.185
H 2.701 -2.315 0.369
Br 0.151 -3.393 0.064
C 1.654 -4.420 1.085
Br -0.566 -2.285 3.287
H 1.231 -5.429 0.954
H 1.353 -4.140 2.106
C -1.491 -2.190 -2.628
C -0.263 -1.565 -3.287
C 1.084 -2.207 -2.943
C -0.183 -0.062 -3.105
C -0.202 0.684 -4.279
C -0.052 2.056 -4.287
C 0.141 2.690 -3.076
C 0.159 1.999 -1.868
C 0.381 2.849 -0.633
C -0.884 2.919 0.221
C 1.650 2.446 0.117
C -0.030 0.587 -1.847
N -0.073 -0.125 -0.646
H -1.483 -3.276 -2.736
H -2.397 -1.798 -3.098
H -1.533 -1.957 -1.569
H -0.400 -1.720 -4.363
H 1.413 -1.936 -1.943
H 1.836 -1.859 -3.657
H 1.032 -3.296 -2.993
H -0.329 0.155 -5.218
H -0.071 2.615 -5.214
H 0.282 3.765 -3.051
H 0.554 3.865 -1.001
H -1.253 1.922 0.435
H -1.664 3.461 -0.320
H -0.692 3.434 1.165
H 1.669 1.377 0.302
H 1.727 2.967 1.075
H 2.527 2.697 -0.485
```

charge	-1
2S+1	1
orbital gap	6.49	eV
HOMO	-3.9	eV

These are the Mulliken partial charges, in e, on atoms 1 to 2: number 1, Ti, carries -0.3606; number 2, O, carries -0.8365

So what do the calculations give for relative energy (zero: lowest compared OMol25 entry of this formula, charge and spin)? Going down the list: 4.5, 25.6, 34.2 kcal/mol.